## i
The following is a DFT calculation (wB97M-V/def2-TZVPD) of an isolated molecule of C4H7FO.

Molecular weight (g/mol): 90.10
LUMO (eV): 0.96
SMILES: C[C@]1(CF)CO1
HOMO energy (Ha): -0.3803
HOMO-LUMO gap (eV): 11.31

Geometry as XYZ:
```
13
Properties=species:S:1:pos:R:3:nbo_charge:R:1
C 1.6316 -0.0529 0.1251 -0.63
C 0.1781 0.3344 -0.0067 0.16
C -0.7270 -0.6423 -0.8035 0.04
F -0.4767 -1.9460 -0.4194 -0.36
C -0.2837 1.6934 0.0542 -0.12
O -0.4070 0.7828 1.1880 -0.49
H 2.0936 -0.4521 -0.7802 0.22
H 1.6299 -0.6812 0.9825 0.24
H 2.1560 0.9255 0.3294 0.21
H -1.7562 -0.3508 -0.5253 0.17
H -0.5330 -0.6284 -1.8641 0.17
H 0.3788 2.5236 0.3614 0.20
H -1.2166 1.9198 -0.4481 0.19
```

---

## ii
The following is a DFT calculation (wB97M-V/def2-TZVPD) of a structure of composition C4H7FO.

Molecular weight (g/mol): 90.10
LUMO (eV): 1.04
HOMO energy (Ha): -0.3699
HOMO-LUMO gap (eV): 11.11

Geometry as XYZ:
```
13
Properties=species:S:1:pos:R:3:nbo_charge:R:1
C -1.3737 0.4890 -0.2607 0.04
C -0.1143 0.2328 0.5485 -0.33
C 0.5035 -1.1940 0.2467 -0.05
C 1.1365 0.5754 -0.2052 -0.07
H -1.9553 1.4092 -0.0300 0.19
H -0.9145 0.5533 -1.3184 0.17
H -0.2264 0.5169 1.5432 0.21
H 1.0197 -1.5381 1.1324 0.17
H -0.3405 -1.9578 0.1229 0.20
H 2.0698 0.8644 0.3494 0.19
H 1.1421 1.4317 -0.9305 0.18
O 1.2449 -0.7040 -0.8507 -0.52
F -2.1919 -0.6789 -0.3475 -0.38
```

---

## iii
The following is a DFT calculation (wB97M-V/def2-TZVPD) of a cluster of 3 separate species, C4H7FO in total.

Molecular weight (g/mol): 90.10
LUMO (eV): 0.42
HOMO energy (Ha): -0.3449
HOMO-LUMO gap (eV): 9.80

Geometry as XYZ:
```
13
Properties=species:S:1:pos:R:3:nbo_charge:R:1
C -0.9174 -1.0343 0.5111 -0.63
C -0.3603 -0.1687 -0.6110 -0.09
C 1.0116 0.1199 -0.2661 0.38
C 1.5715 1.1591 0.3859 -0.50
H -1.7363 -1.8406 -0.1070 0.22
H -1.7611 0.1442 1.2081 0.22
H 0.1396 -1.7175 1.2606 0.28
H -0.4739 -0.6814 -1.5528 0.20
H -2.0280 0.6786 -0.6217 0.47
H 2.7998 1.0824 0.2030 0.23
H 0.9731 2.0127 0.7639 0.24
O -1.0778 1.1085 -0.5939 -0.68
F 1.8592 -0.8628 -0.5800 -0.34
```

---

## iv
The following is a DFT calculation (wB97M-V/def2-TZVPD) of an isolated molecule of C4H7FO.

Molecular weight (g/mol): 90.10
LUMO (eV): 1.04
SMILES: C[C@@H]1O[C@H]1CF
HOMO energy (Ha): -0.3656
HOMO-LUMO gap (eV): 10.98

Geometry as XYZ:
```
13
Properties=species:S:1:pos:R:3:nbo_charge:R:1
C 1.4805 0.8988 -1.1394 -0.68
C 0.5423 0.1594 -0.0667 0.06
O 0.7071 -1.2813 0.0935 -0.51
C -0.6739 -0.8188 -0.0621 0.04
C -1.4471 -0.6484 1.3621 0.03
F -2.6530 -0.3348 0.6328 -0.39
H 1.7859 0.3591 -2.1150 0.23
H 0.9548 1.7877 -1.6447 0.22
H 2.5696 1.5526 -0.8845 0.23
H 0.4303 0.7696 0.9360 0.16
H -1.0438 -1.0682 -1.0167 0.22
H -1.6870 -1.6234 1.8710 0.20
H -0.9657 0.2478 2.0337 0.19
```

---

It comes down to i, which is 0.0286 hartree more stable than the next structure.

---

## i
The following is a DFT calculation (wB97M-V/def2-TZVPD) of a cluster of 2 separate species, C4H14N3 in total.

Molecular weight (g/mol): 104.18
LUMO (eV): -2.81
Net charge: +1
HOMO energy (Ha): -0.4303
HOMO-LUMO gap (eV): 8.90

Geometry as XYZ:
```
21
Properties=species:S:1:pos:R:3:nbo_charge:R:1
C -1.7864 2.3602 1.2173 -0.63
C -0.4511 1.6410 1.1465 -0.22
N -0.6541 0.1687 0.9819 -0.71
H -1.6030 3.4201 1.3672 0.25
H -2.3293 2.2318 0.2845 0.22
H -2.3852 2.0001 2.0475 0.22
H 0.1156 1.9892 0.2932 0.22
H 0.1349 1.7739 2.0555 0.22
H -1.2952 -0.1891 1.6925 0.43
H 0.2545 -0.3887 1.0121 0.47
H -1.0419 -0.0538 0.0625 0.43
C 1.1085 -1.8487 -0.6618 -0.14
C 0.9502 -1.0811 -1.7329 -0.06
N 0.2215 -1.4234 -2.8794 -0.80
N 1.6359 -1.3478 0.5760 -0.86
H 0.7596 -2.8738 -0.6371 0.21
H 1.3365 -0.0706 -1.7415 0.18
H -0.1079 -2.3796 -2.8666 0.38
H 0.7319 -1.2565 -3.7381 0.39
H 2.0997 -2.0716 1.1155 0.41
H 2.3055 -0.6004 0.4054 0.39
```

---

## ii
The following is a DFT calculation (wB97M-V/def2-TZVPD) of a cluster of 2 separate species, C4H14N3 in total.

Molecular weight (g/mol): 104.18
LUMO (eV): -3.01
Net charge: +1
HOMO energy (Ha): -0.5438
HOMO-LUMO gap (eV): 11.79

Geometry as XYZ:
```
21
Properties=species:S:1:pos:R:3:nbo_charge:R:1
C -2.0261 -1.7241 -0.0480 -0.61
C -2.0622 -0.8790 1.2152 -0.63
H -1.6213 -2.7240 0.0623 0.22
H -2.9507 -1.5764 -0.6038 0.23
H -1.3238 -1.2856 -0.7820 0.16
H -1.2684 -0.1408 1.3175 0.19
H -1.9873 -1.5241 2.1015 0.22
H -3.0601 -0.4786 1.3804 0.23
C 0.3216 1.8508 -1.4245 -0.43
C 1.5761 0.3627 0.0816 0.68
N 1.9168 -0.8787 0.4172 -0.74
N 0.7102 0.5078 -0.9170 -0.54
N 2.1577 1.4189 0.6637 -0.78
H 1.3633 -1.6269 0.0433 0.42
H 2.6920 -1.1104 0.9837 0.43
H 0.5659 -0.2918 -1.4990 0.42
H 2.1465 2.2308 0.1016 0.41
H 2.2489 1.5100 1.6600 0.44
H -0.1753 1.7142 -2.3795 0.25
H 1.2095 2.4333 -1.6417 0.21
H -0.4333 2.2118 -0.7324 0.24
```

---

It comes down to ii, which is 0.0113 hartree more stable than the next structure.

---

## i
The following is a DFT calculation (wB97M-V/def2-TZVPD) of a cluster of 2 separate species, C4H14N3 in total.

Molecular weight (g/mol): 104.18
LUMO (eV): -3.16
Net charge: +1
HOMO energy (Ha): -0.5275
HOMO-LUMO gap (eV): 11.19

Geometry as XYZ:
```
21
Properties=species:S:1:pos:R:3:nbo_charge:R:1
C 1.0796 1.7178 0.3282 -0.41
C -0.2779 0.2641 1.7271 0.69
N 0.8905 0.9135 1.5470 -0.56
N -1.3859 0.5109 1.1601 -0.74
N -0.3348 -0.9693 2.4987 -0.81
H 1.7944 0.6491 1.9925 0.44
H -1.5405 1.2800 0.4757 0.45
H -2.2069 -0.0682 1.5006 0.45
H 0.5404 -1.2784 3.0313 0.42
H -1.1014 -0.9950 3.1937 0.41
H 0.9856 2.8293 0.5476 0.23
H 0.2289 1.3287 -0.3599 0.20
H 2.0092 1.6197 -0.0763 0.23
C -0.1856 -1.3881 -1.5612 -0.61
C 0.0605 -0.5628 -2.8172 -0.64
H 0.5469 -2.2544 -1.6614 0.23
H 0.0297 -0.8777 -0.5449 0.15
H -1.2971 -1.6893 -1.2967 0.22
H 1.0686 -0.4141 -3.1499 0.22
H -0.4354 -1.0267 -3.7004 0.23
H -0.4689 0.4108 -2.8348 0.20
```

---

## ii
The following is a DFT calculation (wB97M-V/def2-TZVPD) of a cluster of 2 separate species, C4H14N3 in total.

Molecular weight (g/mol): 104.18
LUMO (eV): -2.90
Net charge: +1
HOMO energy (Ha): -0.5186
HOMO-LUMO gap (eV): 11.21

Geometry as XYZ:
```
21
Properties=species:S:1:pos:R:3:nbo_charge:R:1
N -0.6824 2.4723 -0.9236 -0.84
C -1.8950 2.3057 -0.2790 0.31
N -2.2618 1.2004 0.2429 -0.76
H -0.4652 1.6706 -1.5051 0.39
H -0.6246 3.3098 -1.4847 0.41
H -2.5269 3.1907 -0.2307 0.18
H -3.1710 1.2918 0.6788 0.38
C 0.9874 -0.8542 0.9666 -0.21
C 0.6304 -1.3784 -0.4037 -0.43
C 1.3791 -2.6788 -0.7347 -0.61
N 0.3849 0.5033 1.2051 -0.71
H 0.5580 -1.4596 1.7652 0.22
H 2.0686 -0.8024 1.0877 0.22
H 0.8182 -0.6252 -1.1802 0.20
H -0.4392 -1.5473 -0.5024 0.23
H 2.4602 -2.5838 -0.8004 0.22
H 1.1498 -3.4581 -0.0069 0.22
H 0.9927 -3.0523 -1.6831 0.24
H 0.7668 1.2364 0.6035 0.44
H -0.6514 0.4975 1.0031 0.47
H 0.5214 0.7616 2.1814 0.43
```

---

It comes down to ii, which is 0.0455 hartree more stable than the next structure.